{
  "formula": "C19H62N10O19",
  "method": "ωB97M-V with the def2-TZVPD basis set",
  "species": ["C", "O", "N", "N", "H", "H", "H", "H", "C", "O", "N", "N", "H", "H", "H", "H", "C", "O", "N", "N", "H", "H", "H", "H", "C", "O", "N", "N", "H", "H", "H", "H", "C", "O", "N", "N", "H", "H", "H", "H", "C", "C", "O", "O", "H", "H", "H", "H", "H", "H", "C", "C", "O", "O", "H", "H", "H", "H", "H", "H", "C", "C", "O", "O", "H", "H", "H", "H", "H", "H", "C", "C", "O", "O", "H", "H", "H", "H", "H", "H", "C", "C", "O", "O", "H", "H", "H", "H", "H", "H", "C", "C", "O", "O", "H", "H", "H", "H", "H", "H", "C", "C", "O", "O", "H", "H", "H", "H", "H", "H"],
  "coordinates": [[1.024434, -0.392415, -0.604622], [2.048874, -0.786315, -1.188898], [0.392563, 0.754381, -0.889318], [0.360572, -1.184504, 0.264880], [-0.243513, 1.069455, -0.163921], [0.829524, 1.494774, -1.431391], [-0.491716, -0.847326, 0.683295], [0.818283, -2.075492, 0.374562], [5.027975, 1.832001, -2.310863], [5.630359, 2.798101, -1.872365], [4.286643, 1.810663, -3.484174], [4.938954, 0.587109, -1.806221], [4.234352, 2.599377, -4.102749], [3.703702, 1.010820, -3.625903], [5.376759, 0.365329, -0.928902], [4.372633, -0.093337, -2.271578], [-1.036025, 5.646519, 1.521293], [-1.010223, 6.850341, 1.278144], [-0.776349, 4.750624, 0.544492], [-1.323699, 5.118578, 2.739649], [-0.694123, 3.758363, 0.714932], [-0.378512, 5.024638, -0.335445], [-1.544737, 5.678461, 3.538496], [-1.455764, 4.122587, 2.715996], [-2.995714, -1.141433, 2.816656], [-1.828899, -0.991641, 2.434707], [-3.704898, -0.334468, 3.648332], [-3.731154, -2.200077, 2.383005], [-4.343946, -0.770904, 4.284512], [-3.304719, 0.562076, 3.872203], [-3.099174, -2.806850, 1.860467], [-4.390531, -2.510702, 3.073582], [1.748243, -2.487341, 3.495694], [1.798504, -3.130375, 2.449411], [2.660169, -2.445609, 4.499353], [0.688124, -1.688853, 3.819542], [2.291964, -2.193641, 5.396316], [3.462161, -3.055948, 4.492986], [0.061211, -1.603780, 3.027775], [0.749142, -0.913567, 4.451187], [-1.572618, -6.384676, 2.941818], [-0.158443, -5.911796, 2.702837], [-0.089855, -4.882758, 1.705042], [-1.909219, -7.222504, 1.820780], [-2.304987, -5.571562, 2.936966], [-1.741972, -7.005669, 3.824346], [0.551996, -6.723198, 2.537830], [0.183511, -5.525000, 3.670420], [0.690304, -4.348562, 1.965412], [-2.812385, -7.527748, 1.944616], [3.189496, -4.472332, -0.522269], [3.159910, -4.206571, -2.040170], [3.250846, -2.852343, -2.398963], [3.460312, -5.846177, -0.278072], [2.313112, -4.120038, 0.023609], [4.016185, -3.857340, -0.158402], [2.220509, -4.615292, -2.435815], [3.956939, -4.702701, -2.594684], [2.668788, -2.281579, -1.861488], [2.650878, -6.340380, -0.437546], [-2.698346, 1.363745, -0.189237], [-3.666041, 2.531904, -0.323483], [-4.371676, 2.848165, 0.848185], [-1.664158, 1.719790, 0.730388], [-2.314473, 1.195038, -1.191840], [-3.230530, 0.503951, 0.224884], [-4.271818, 2.358756, -1.219858], [-3.044251, 3.379100, -0.637319], [-4.965865, 3.592684, 0.739172], [-1.947103, 1.460413, 1.612796], [-2.435386, -3.713608, -0.618591], [-1.618749, -4.639491, -1.488041], [-0.227078, -4.688737, -1.225214], [-2.669183, -4.331209, 0.623144], [-3.368062, -3.496856, -1.144121], [-1.944738, -2.733389, -0.565209], [-1.799874, -4.336601, -2.523023], [-2.106998, -5.617467, -1.427281], [-0.121583, -5.041388, -0.329226], [-1.837626, -4.482508, 1.102302], [2.611208, 3.961419, 2.129224], [2.025681, 2.651172, 1.666653], [2.243272, 1.610971, 2.580749], [2.181843, 4.230055, 3.465647], [2.231451, 4.734590, 1.449804], [3.703407, 3.965703, 2.074425], [2.446179, 2.503244, 0.663770], [0.944028, 2.660780, 1.497024], [2.908955, 1.016264, 2.223438], [2.663613, 5.044360, 3.648751], [-1.835418, 2.712562, -4.666019], [-3.049178, 2.501199, -5.587152], [-4.219628, 3.214430, -5.260435], [-2.080728, 2.223030, -3.365734], [-1.646353, 3.787582, -4.768395], [-0.948957, 2.229537, -5.085553], [-3.189968, 1.434976, -5.797242], [-2.617828, 2.798557, -6.548552], [-4.393967, 2.840571, -4.385902], [-1.291554, 2.185862, -2.814514], [1.460239, 4.084088, -2.031399], [0.404443, 5.024581, -2.615369], [0.395297, 6.322014, -2.090797], [1.168968, 2.829411, -2.698922], [1.328457, 3.836465, -0.978946], [2.461599, 4.441487, -2.278708], [-0.546832, 4.529736, -2.397546], [0.429330, 5.039607, -3.709967], [1.016564, 6.928866, -2.497517], [1.624705, 3.003209, -3.530642]],
  "forces_ev_per_angstrom": [[0.5, -1.1, -1.2], [-0.3, 0.5, 0.4], [-0.4, 1.5, 0.2], [0.7, 0.3, -0.2], [0.0, 0.1, -0.2], [0.3, -0.7, 0.0], [0.0, -0.7, 0.3], [-0.6, -0.2, 0.6], [-0.6, 0.0, -1.0], [-0.2, -0.4, 0.0], [0.1, 0.9, -0.2], [0.9, -0.2, 1.4], [0.1, 0.0, 0.1], [-0.2, 0.1, -0.4], [-0.1, 0.0, -0.1], [0.0, -0.4, 0.4], [0.1, 2.3, -0.4], [0.0, -0.4, 0.5], [0.3, -1.8, -0.7], [0.0, -1.0, -0.5], [-0.3, 0.1, 0.2], [-0.2, 0.8, 0.3], [-0.1, 0.1, -0.1], [-0.1, 0.1, 0.7], [0.1, -0.8, -0.3], [-0.7, 1.1, 0.0], [0.7, 1.0, 0.1], [1.1, 0.5, 0.0], [-0.3, 0.3, 0.0], [0.0, -0.2, 0.4], [-0.9, -0.9, 0.2], [-0.3, -0.7, -0.5], [-0.7, 0.9, 0.8], [0.5, -0.1, 0.3], [1.1, -0.7, 0.0], [-0.7, -0.7, -1.5], [0.2, 0.1, 0.2], [-0.2, 0.0, -0.1], [-0.3, 0.4, 0.4], [0.2, 0.1, -0.1], [-0.6, -0.9, -1.5], [0.0, 0.5, 1.4], [0.1, -0.9, 0.5], [0.0, -0.1, -0.1], [0.3, 0.4, 0.3], [0.6, 0.4, 0.4], [-0.3, -0.3, -0.6], [0.0, 0.5, 0.0], [-0.2, 0.4, -0.3], [0.0, 0.0, -0.2], [1.0, 0.4, -0.9], [-1.2, -0.1, -0.2], [0.3, 0.5, 0.2], [-0.1, 0.1, 0.3], [-0.3, -0.1, -0.3], [0.2, -0.4, 0.3], [-0.1, -0.1, 0.0], [0.2, -0.2, 0.5], [0.0, -0.2, -0.1], [0.0, 0.0, -0.1], [-1.5, 0.9, 1.0], [0.7, 0.7, -1.4], [0.1, -0.9, 0.6], [0.3, 0.0, 0.0], [0.3, -0.3, 0.2], [0.1, -0.3, -0.4], [-0.5, -0.3, 0.3], [0.1, 0.2, 0.2], [0.1, 0.1, -0.3], [0.1, -0.2, 0.0], [0.8, 0.1, -0.6], [-0.6, 0.0, -0.9], [-0.4, 0.0, 0.1], [-0.7, 0.5, 0.9], [-0.3, -0.4, 0.4], [0.2, -0.1, 0.4], [0.6, 0.2, -0.1], [0.3, -0.2, 0.2], [0.1, 0.0, 0.0], [0.3, 0.1, -0.4], [-0.8, 0.0, 0.2], [-0.1, 0.3, -0.6], [0.5, -0.7, 0.0], [0.5, 0.4, -0.5], [0.1, 0.1, -0.1], [0.0, -0.3, 0.0], [0.2, -0.5, 0.1], [0.0, 0.6, 0.2], [0.0, 0.0, 0.1], [-0.3, 0.0, 0.6], [-0.3, 0.1, -0.6], [1.9, -0.7, -1.0], [0.7, -0.7, 0.5], [-0.6, 0.2, 0.3], [0.1, 0.2, 0.8], [-0.1, -0.3, -0.2], [-0.6, -0.2, 0.7], [-0.6, 0.7, -0.1], [-0.6, 0.4, 0.0], [0.3, 0.1, -0.4], [-0.8, -0.3, -0.7], [-0.1, 0.0, 0.1], [-0.5, 0.1, 0.6], [0.9, 0.8, -0.4], [0.2, 0.7, 0.1], [0.2, -0.2, 0.4], [-0.2, 0.4, 0.1], [0.4, -0.1, -0.1], [0.2, -0.3, -0.2], [-0.2, -1.0, -0.3]],
  "lowdin_charge": [-0.630, -0.006, 0.190, 0.203, 0.050, 0.067, 0.066, 0.092, -0.678, 0.018, 0.132, 0.164, 0.093, 0.085, 0.112, 0.078, -0.680, 0.015, 0.180, 0.169, 0.055, 0.058, 0.106, 0.086, -0.648, -0.009, 0.165, 0.176, 0.100, 0.107, 0.076, 0.102, -0.630, 0.013, 0.162, 0.173, 0.098, 0.112, 0.058, 0.104, -0.222, -0.203, -0.105, -0.076, 0.111, 0.121, 0.130, 0.120, 0.041, 0.084, -0.241, -0.260, -0.095, -0.063, 0.086, 0.121, 0.103, 0.119, 0.022, 0.081, -0.196, -0.264, -0.045, -0.113, 0.098, 0.126, 0.118, 0.109, 0.092, 0.082, -0.248, -0.246, -0.058, -0.096, 0.122, 0.109, 0.119, 0.124, 0.052, 0.041, -0.241, -0.279, -0.044, -0.062, 0.113, 0.125, 0.115, 0.089, 0.090, 0.084, -0.251, -0.270, -0.034, -0.072, 0.111, 0.120, 0.119, 0.117, 0.084, 0.052, -0.179, -0.269, -0.035, -0.114, 0.094, 0.130, 0.110, 0.125, 0.099, 0.086],
  "spin_multiplicity": 1,
  "lumo_ev": -0.05,
  "orbital_gap_ev": 8.78,
  "de_lowest_ev": 2.431,
  "homo_energy_ev": -8.83
}